An isolated molecule of C18H21N2O7P, computed with ωB97M-V/def2-TZVPD.

Output
Kohn-Sham gap	0.31039	Ha
charge	0
energy	-1676.0102	Eh
maximum force	0.113	hartree/bohr
LUMO energy	0.3	eV

XYZ file:
```
49
Properties=species:S:1:pos:R:3:forces:R:3
N -0.22269 0.48022 2.43677 0.23 1.16 2.19
C -0.17988 -0.61441 3.42683 -0.01 1.03 -1.63
C -1.62612 -0.71232 3.85158 0.82 1.29 3.03
O -1.77861 0.33050 4.84077 -0.87 -0.76 0.52
C 0.11767 -1.84747 2.68642 2.60 -2.15 0.07
C -0.81607 -2.32535 1.58831 1.76 -2.12 -0.62
C -0.54372 -1.64579 0.35539 -0.06 3.03 -4.30
C 0.66570 -1.82354 -0.37159 -0.85 -0.82 0.69
C 0.90831 -1.35384 -1.64328 0.10 -0.12 -1.04
C -0.04896 -0.48460 -2.22735 -0.26 0.96 -1.02
C 0.09464 0.16138 -3.58844 0.23 0.67 -1.54
C 1.15206 0.16132 -4.44347 -0.53 0.16 1.47
O 0.95380 1.04490 -5.50563 1.01 -1.31 0.43
C -0.28060 1.47864 -5.30725 -3.33 -1.53 0.35
C -1.20888 2.07941 -6.34262 2.43 -0.23 -1.12
C -2.41099 2.61362 -6.13178 -1.64 -0.25 3.18
C -2.85645 3.41134 -7.19971 1.84 0.20 -2.52
C -1.83133 3.21774 -8.14907 -0.77 -0.96 2.64
O -0.79833 2.30930 -7.66043 -2.34 2.59 0.42
N -0.85473 0.97030 -4.23540 -0.01 0.70 0.50
C -1.20270 -0.14239 -1.51254 -0.53 0.04 -0.83
C -1.44014 -0.77821 -0.28714 -2.09 0.64 0.26
C 0.85761 -0.24166 4.49639 0.58 -2.02 -0.76
O 2.20369 -0.12151 3.82502 0.19 1.27 3.10
P 3.44796 -0.18135 4.94366 0.02 -3.83 -4.39
O 4.20790 -1.40555 4.62394 0.24 -0.14 0.03
O 2.90804 -0.25839 6.37612 0.58 -0.19 3.05
O 4.47312 0.98655 4.87386 -1.25 2.41 0.32
H 0.68071 0.93174 2.37110 -0.07 -0.28 -0.80
H -0.58750 0.03448 1.63570 0.23 0.65 -1.41
H -2.22579 -0.44049 3.05396 -1.12 0.31 -1.98
H -2.01974 -1.66953 4.20821 0.51 0.18 0.56
H -1.45933 1.13931 4.42783 -0.10 0.05 -0.32
H 0.08077 -2.61268 3.40720 0.08 -1.36 1.24
H 1.21987 -1.89573 2.36189 -1.65 0.32 0.01
H -0.44842 -3.33820 1.22117 -0.60 0.49 1.46
H -1.86775 -2.42773 1.76222 -0.52 0.21 0.56
H 1.32254 -2.54140 0.07748 0.68 -0.23 -0.01
H 1.78253 -1.79536 -2.23171 -1.22 1.02 0.93
H 2.01628 -0.37921 -4.14774 1.31 0.26 -1.12
H -2.91140 2.40343 -5.17094 0.26 0.53 -0.63
H -3.72484 4.14152 -7.29201 1.36 -1.48 0.15
H -1.78456 3.67147 -9.10299 0.71 -0.21 -0.86
H -2.00293 0.54548 -2.01001 1.71 -1.38 1.08
H -2.49060 -0.54771 0.09782 1.60 -0.57 0.07
H 0.98142 -1.04825 5.23712 -0.44 0.32 -0.23
H 0.61031 0.66482 4.98444 -0.15 0.87 0.36
H 3.70381 -0.70096 6.86301 -2.11 0.96 -0.84
H 5.23435 0.55616 4.52691 1.44 -0.39 -0.68
```
Positions in Å, forces in eV/Å.

---

A structure of composition C5H7ClO2, computed with ωB97M-V/def2-TZVPD.

Output
Kohn-Sham gap (spin up / spin down)	0.22663 / 0.27511	Ha
charge	0
multiplicity	3
expectation value of S²	2.01
energy	-805.1697	Eh
energy relative to the best compared isomer or geometry (same formula, charge and spin)	0.0	kJ/mol
maximum force	0.126	hartree/bohr
LUMO energy (spin up / spin down)	0.7 / -3.5	eV

XYZ file:
```
15
Properties=species:S:1:pos:R:3:forces:R:3
C -1.64415 -0.96557 0.00071 4.92 4.00 0.43
C -1.14086 0.36594 -0.55013 0.16 -2.46 -2.44
C 0.15906 -0.07582 0.08039 1.81 -0.20 -0.06
C 0.52375 0.69485 1.29453 -1.64 1.82 1.78
C 1.30954 -0.43420 -0.87405 2.07 1.22 -0.89
O -2.68105 -1.55898 0.01476 -5.61 -3.25 -0.19
O -0.39303 -1.36062 0.43360 0.03 -1.23 0.83
Cl -1.89116 1.86410 -0.12930 -0.50 0.79 -0.05
H -1.01724 0.15776 -1.66071 -0.71 1.36 0.74
H 1.52901 0.53435 1.59518 0.89 -0.46 0.39
H -0.20369 0.43975 2.20482 1.51 0.69 -2.09
H 0.46830 1.81903 1.05663 -0.09 -1.63 0.49
H 2.13802 -1.06865 -0.36183 -1.97 0.47 -0.87
H 1.98298 0.41559 -1.28582 -1.47 -0.64 0.97
H 0.86051 -0.82751 -1.81879 0.59 -0.47 0.95
```
Positions in Å, forces in eV/Å.

---

A cluster of 2 separate species, C6H6O3P2 in total, computed with ωB97M-V/def2-TZVPD.

Output
Kohn-Sham gap	0.19678	Ha
charge	-2
energy	-1140.5008	Eh
energy relative to the best compared isomer or geometry (same formula, charge and spin)	209.9	kJ/mol
maximum force	0.076	hartree/bohr
LUMO energy	6.1	eV

XYZ file:
```
17
Properties=species:S:1:pos:R:3:forces:R:3
C 2.09736 0.58690 0.10493 1.58 0.27 -0.92
C 1.43734 1.80014 0.09809 2.80 -1.68 1.03
C 1.61694 -0.77507 0.14740 0.98 0.39 -1.00
C 0.06674 2.03139 0.34848 -2.51 -1.91 -1.54
C 0.35453 -1.07621 -0.09105 -0.58 3.82 0.58
C -0.84676 1.03333 0.05737 2.99 -1.25 1.46
O -3.52368 0.76594 0.86989 -1.35 1.18 2.01
O -2.77090 0.54346 -1.51597 -0.24 -0.14 -1.77
O -2.19422 -1.23145 0.31740 -0.84 1.39 -0.32
P -0.85891 -2.22316 0.24439 -1.37 -3.32 -1.44
P -2.51837 0.32825 -0.08434 1.52 -1.26 -0.43
H 3.22940 0.49634 -0.10685 -1.60 1.12 0.57
H 2.12880 2.63731 0.15610 -0.19 0.26 -0.28
H 2.43772 -1.51764 0.07441 -0.81 0.07 0.39
H -0.16377 3.07686 0.53955 -0.63 -0.04 0.12
H 0.58580 -3.75582 0.01753 0.22 0.52 -0.05
H -1.07801 -2.72057 -1.17735 0.03 0.58 1.59
```
Positions in Å, forces in eV/Å.

---

An isolated molecule of C4H6S, computed with ωB97M-V/def2-TZVPD.

Output
Kohn-Sham gap	0.34826	Ha
charge	0
energy	-554.0918	Eh
energy relative to the best compared isomer or geometry (same formula, charge and spin)	211.1	kJ/mol
maximum force	0.100	hartree/bohr
LUMO energy	1.0	eV

XYZ file:
```
11
Properties=species:S:1:pos:R:3:forces:R:3
S -2.19117 0.08012 0.28832 -0.19 -0.40 -1.18
C -0.62693 -0.02049 -0.67659 -0.27 4.35 -0.81
C 0.27127 1.18454 -0.07716 -0.65 -1.47 0.22
C 0.98385 0.28838 0.61986 0.58 1.76 0.34
C 0.42007 -0.87700 -0.07057 3.33 1.30 -3.68
H -1.63139 -0.62805 1.24499 -0.01 -0.25 0.72
H -0.72823 0.07729 -1.79816 -0.36 -0.66 1.30
H 0.24053 2.26726 -0.13582 -0.06 -0.19 -0.09
H 1.87096 0.39438 1.22758 -0.10 -0.05 0.29
H 1.23816 -0.99114 -0.88488 -1.37 -0.81 0.93
H 0.15288 -1.77530 0.26243 -0.90 -3.59 1.96
```
Positions in Å, forces in eV/Å.